Formula: C18H33As3IrN2O2
Source: the OMol25 dataset
Level of theory: ωB97M-V/def2-TZVPD

Properties
- LUMO level (alpha / beta) (eV) = -8.0 / -10.9
- Kohn-Sham gap (alpha / beta) (eV) = 8.96 / 6.22
- HOMO (alpha / beta) (Ha) = -0.624 / -0.630

Structure (ORCA input):
```
! RIJCOSX wB97M-V def2-TZVPD def2/J DEFGRID3
* xyz 3 5
Ir 2.099 1.371 -0.788
C 1.475 3.192 2.319
As 0.500 2.375 0.864
C -0.744 3.754 0.344
C -0.668 1.064 1.762
C -0.279 -0.428 1.831
C -0.609 -1.148 0.523
C 1.209 -0.618 2.218
As 2.607 -0.475 0.844
C 2.852 -2.262 0.164
C 4.182 -0.159 1.915
C -1.049 -1.097 3.007
As -2.992 -1.315 2.970
C -3.494 -2.994 2.193
C -4.060 0.091 2.221
H 0.759 3.529 3.068
H 2.021 4.051 1.932
H 2.179 2.496 2.770
H -1.241 4.115 1.244
H -1.482 3.368 -0.356
H -0.197 4.573 -0.117
H -1.635 1.172 1.268
H -0.766 1.479 2.769
H -0.070 -0.714 -0.321
H -1.672 -1.076 0.280
H -0.350 -2.207 0.579
H 1.370 -1.619 2.626
H 1.493 0.085 3.005
H 3.087 -2.915 1.004
H 3.692 -2.254 -0.528
H 1.959 -2.614 -0.347
H 4.114 -0.754 2.826
H 4.274 0.895 2.167
H 5.057 -0.467 1.346
H -0.831 -0.590 3.949
H -0.724 -2.134 3.124
H -2.788 -3.765 2.491
H -3.502 -2.864 1.109
H -4.494 -3.258 2.535
H -3.809 1.051 2.663
H -5.101 -0.148 2.437
H -3.907 0.092 1.140
N -1.542 -1.364 -6.452
C -1.689 -1.259 -5.125
O -2.593 -1.715 -4.458
C -0.631 -0.524 -4.336
C 0.538 -1.164 -3.934
C 1.329 -0.570 -2.977
N 1.008 0.615 -2.423
C -0.080 1.273 -2.869
C -0.916 0.738 -3.819
H -2.247 -1.858 -6.980
H -0.781 -0.937 -6.950
H 0.814 -2.131 -4.334
H 2.233 -1.047 -2.621
H -0.272 2.246 -2.436
H -1.798 1.281 -4.130
O 4.514 3.068 -1.791
C 3.643 2.470 -1.415
*
```

Atom charges from the natural (NBO) analysis, given in e for atoms 1 to 5: number 1, Ir, carries 0.61; number 2, C, carries -0.94; number 3, As, carries 1.01; number 4, C, carries -0.93; number 5, C, carries -0.73